DFT (ωB97M-V/def2-TZVPD) results for a molecular structure, C15H12F6LaN3O2 in a non-equilibrium geometry.

Element x y z (Å)
1 La 0.00 0.00 0.00
2 C -0.41 0.00 4.77
3 C 0.94 0.00 5.04
4 C 1.87 0.00 3.99
5 C 1.48 0.00 2.63
6 N 0.09 0.00 2.42
7 C -0.79 0.00 3.45
8 C 2.65 0.00 1.48
9 C 4.00 0.00 1.90
10 C 5.07 0.00 1.00
11 C 4.83 0.00 -0.36
12 C 3.51 0.00 -0.77
13 N 2.47 0.00 0.09
14 H -1.15 0.00 5.56
15 H 1.29 0.00 6.07
16 H 2.91 0.00 4.29
17 H -1.83 0.00 3.16
18 H 4.28 0.00 2.95
19 H 6.09 0.00 1.37
20 H 5.63 0.00 -1.09
21 H 3.24 0.00 -1.82
22 O -2.88 -4.02 0.00
23 C -2.19 -3.06 0.00
24 N -1.46 -2.04 0.00
25 C -1.54 4.26 -0.32
26 C -0.63 3.01 -0.33
27 O -1.41 1.97 0.00
28 C 0.04 2.87 -1.71
29 F -0.87 2.72 -2.71
30 F 0.75 3.99 -2.04
31 F 0.90 1.83 -1.80
32 C 0.54 3.23 0.64
33 F 0.13 3.43 1.93
34 F 1.26 4.35 0.33
35 F 1.43 2.21 0.68
36 H -2.36 4.18 -1.05
37 H -0.97 5.16 -0.58
38 H -1.99 4.44 0.66
39 H 0.00 0.00 -2.28

Properties
E_HOMO   -6.51 eV
Kohn-Sham gap   0.1766 Ha
E_LUMO   -0.063 hartree
Calculated total energy   -1524.33974 Ha

These are the Mulliken partial charges, in e, on atoms 1 to 2:
1. La 1.156
2. C -0.542


DFT (ωB97M-V/def2-TZVPD) results for a single C15H12FNO2S2 molecule in a non-equilibrium geometry.

Element x y z (Å)
1 O -2.50 -2.01 -1.61
2 S -2.70 -1.70 -0.22
3 O -3.37 -2.69 0.58
4 C -1.13 -1.31 0.50
5 C -0.70 -0.05 0.47
6 S 0.93 0.45 0.97
7 C 1.92 -1.07 0.61
8 C 3.31 -0.66 0.24
9 C 3.60 -0.31 -1.08
10 C 4.88 0.09 -1.44
11 C 5.85 0.14 -0.46
12 F 7.10 0.53 -0.80
13 C 5.59 -0.19 0.86
14 C 4.31 -0.59 1.20
15 N -1.45 1.02 0.08
16 C -2.83 1.03 -0.04
17 C -3.51 2.25 -0.09
18 C -4.89 2.27 -0.19
19 C -5.61 1.09 -0.24
20 C -4.94 -0.12 -0.21
21 C -3.56 -0.14 -0.12
22 H -0.57 -2.14 0.89
23 H 1.91 -1.68 1.51
24 H 1.42 -1.57 -0.21
25 H 2.82 -0.35 -1.82
26 H 5.11 0.36 -2.45
27 H 6.38 -0.14 1.59
28 H 4.09 -0.85 2.22
29 H -0.99 1.92 0.11
30 H -2.95 3.17 -0.03
31 H -5.40 3.22 -0.23
32 H -6.69 1.11 -0.32
33 H -5.46 -1.06 -0.26

Properties
E_HOMO   -8.71 eV
Kohn-Sham gap   0.3349 Ha
Structure (SMILES)   O=S1(=O)C=C(SCc2ccc(F)cc2)Nc2ccccc21
E_LUMO   0.015 hartree
Calculated total energy   -1680.25638 Ha

These are the Mulliken partial charges, in e, on atoms 1 to 2:
1. O -0.650
2. S 1.242